(1)
The following is a quantum chemistry calculation of 2 unconnected molecules or ions with the total composition C2H3NO in a non-equilibrium geometry, from the Open Molecules 2025 dataset.

Last column: Mulliken charge in e.
Positions of all 7 atoms, in Å:
C  -0.945  -1.376  0.470  0.053
C  0.699  0.424  -0.961  -0.258
N  -0.847  -0.783  1.439  -0.386
O  0.023  1.355  -0.474  -0.222
H  1.697  0.293  -0.431  0.127
H  -0.932  -1.789  -0.468  0.351
H  0.304  1.875  0.425  0.336

Results
**Frontier orbital gap**: 0.334 hartree
**Spin multiplicity**: 1
**Energy above the lowest of the compared OMol25 structures with the same formula, charge and spin**: 95.98 kcal/mol



(2)
The following is a quantum chemistry calculation of a molecular structure, C6H4BBr2F24O10P4V2 in a non-equilibrium geometry, from the Open Molecules 2025 dataset.

Last column: Mulliken charge in e.
Positions of all 53 atoms, in Å:
O  -0.466  -16.874  -12.413  -0.393
V  -0.914  -17.416  -11.022  1.403
O  -5.414  -14.319  -7.006  -0.445
V  -5.707  -15.039  -8.391  1.488
P  -6.864  -13.162  -10.558  1.276
F  -6.832  -11.567  -10.565  -0.366
F  -6.158  -13.092  -9.106  -0.398
F  -8.323  -13.143  -9.721  -0.387
F  -6.830  -14.798  -10.441  -0.441
F  -7.598  -13.268  -12.081  -0.314
F  -5.441  -13.299  -11.262  -0.220
P  1.345  -18.810  -9.873  1.315
F  1.885  -20.290  -10.250  -0.335
F  0.959  -19.248  -8.353  -0.359
F  2.721  -18.206  -9.307  -0.333
F  0.637  -17.334  -9.670  -0.362
F  1.417  -18.117  -11.350  -0.333
F  -0.130  -19.206  -10.302  -0.301
P  -2.674  -15.444  -9.322  1.669
F  -1.116  -15.173  -8.888  -0.312
F  -2.081  -15.724  -10.809  -0.301
F  -2.434  -17.063  -9.182  -0.311
F  -4.203  -15.544  -9.861  0.173
F  -3.308  -15.403  -7.822  -0.400
F  -2.885  -13.800  -9.496  -0.390
P  -5.808  -18.615  -8.755  1.148
F  -5.326  -19.314  -7.425  -0.395
F  -6.125  -20.067  -9.477  -0.377
F  -7.404  -18.682  -8.127  -0.418
F  -6.401  -17.750  -9.978  -0.368
F  -5.482  -17.131  -8.197  -0.277
F  -4.312  -18.571  -9.335  -0.310
O  -5.200  -15.190  -16.417  -0.635
C  -5.211  -15.801  -15.372  0.477
O  -4.557  -16.862  -15.130  -0.567
B  -4.754  -17.100  -13.691  1.382
O  -5.708  -16.029  -13.175  -0.256
C  -6.095  -15.325  -14.176  0.616
O  -6.844  -14.324  -14.055  -0.650
O  -3.496  -17.221  -12.945  -0.438
C  -3.565  -18.221  -12.191  0.906
O  -2.777  -18.551  -11.346  -0.362
C  -4.908  -18.979  -12.442  0.136
O  -5.458  -18.332  -13.442  -0.632
O  -5.366  -20.029  -11.895  -0.620
Br  -2.075  -13.791  -13.284  -0.079
C  -1.130  -12.304  -12.274  -0.675
C  0.357  -12.574  -12.437  -0.659
Br  0.789  -14.287  -11.401  -0.086
H  -1.534  -12.146  -11.274  0.280
H  -1.310  -11.307  -12.674  0.458
H  0.893  -11.807  -11.878  0.389
H  0.592  -12.730  -13.490  0.389

Results
**Frontier orbital gap (alpha / beta)**: 0.179 / 0.199 hartree
**Net charge**: -1
**Spin multiplicity**: 3
**Energy above the lowest of the compared OMol25 structures with the same formula, charge and spin**: 83.17 kcal/mol
**<S²>**: 2.087



The highest energy above the lowest of the compared OMol25 structures with the same formula, charge and spin belongs to which entry? C2H3NO



Which formula does entry 1 have? C2H3NO



Which formula does entry 1 have? C2H3NO